Entry 1:
Computed, not measured: H35O17 as an isolated structure, with the ωB97M-V functional and the def2-TZVPD basis.

Each line ends with the natural charge from an NBO analysis.
Element x y z (Å)
O1 2.01925 -1.16280 4.59806  -0.939
H1 1.62250 -1.39995 3.79403  0.457
H2 1.57351 -0.58738 5.14835  0.483
O2 -1.36132 0.15954 -0.54467  -0.920
H3 -1.51388 -0.23773 -1.39212  0.515
H4 -1.85465 -0.33857 0.09556  0.502
O3 -0.96564 2.72092 -2.47836  -0.981
H5 -0.61589 2.90334 -1.59892  0.498
H6 -1.06644 3.56912 -2.91484  0.488
O4 1.87960 -0.28799 1.67587  -0.929
H7 2.67179 0.21976 1.97815  0.539
H8 1.46578 -2.91019 2.40427  0.526
O5 3.97405 1.15924 1.90359  -0.919
H9 2.00026 -1.24392 1.80234  0.503
O6 -3.35539 -1.83900 -0.92269  -0.998
H10 -3.79448 -1.03202 -0.69343  0.485
H11 -3.55411 -2.18799 -1.84738  0.515
O7 -0.89187 -4.62082 1.23280  -0.940
H12 -1.22750 -4.13848 0.52765  0.461
H13 -1.45556 -4.36317 1.97814  0.479
O8 2.19215 -2.82087 1.76485  -1.006
H14 4.79151 0.74843 1.88734  0.491
H15 2.50189 -3.48511 1.12387  0.535
O9 -4.64811 2.26597 -1.46580  -0.949
H16 -4.13891 3.48509 1.79007  0.497
H17 -4.94556 2.25080 -0.62478  0.478
O10 -2.03608 -0.78408 -3.63679  -0.953
H18 -1.85089 -1.66846 -4.03104  0.487
H19 -1.25849 -0.28020 -3.63496  0.471
O11 3.43600 -0.55200 -3.32988  -0.965
H20 3.90665 0.02771 -3.98176  0.497
H21 2.50058 -0.21328 -3.18146  0.468
O12 1.61978 1.93464 -4.29789  -0.968
H22 0.88152 1.93460 -3.58329  0.484
H23 1.16344 1.94417 -5.13774  0.479
O13 -2.76614 -2.01771 2.65464  -0.975
H24 -3.41187 -1.54018 3.30539  0.496
H25 -3.13729 -2.08803 1.78053  0.479
O14 1.20590 -0.62196 -0.50174  -0.894
H26 0.14693 -0.29014 -0.41385  0.541
H27 -4.03055 1.86801 2.44214  0.487
O15 4.51502 -1.28509 1.21991  -0.966
H28 4.11723 -2.13938 0.98524  0.479
H29 5.29838 -1.18040 0.54041  0.488
O16 -4.45626 2.75969 2.40497  -0.983
H30 1.58463 -0.50921 0.54058  0.492
H31 1.83710 -0.11162 -0.99825  0.521
O17 -0.28835 4.82762 -0.20856  -0.965
H32 0.13473 5.03823 0.57208  0.482
H33 -1.09816 5.33348 -0.34309  0.485
H34 4.01686 1.53175 2.83960  0.489
H35 -3.84187 2.40848 -1.70520  0.471

HOMO level	-13.92	eV
multiplicity	1
net charge	+1
LUMO	-2.9	eV

---

Entry 2:
Computed, not measured: a 18-piece molecular cluster, H36O18 overall, with the ωB97M-V functional and the def2-TZVPD basis.

Each line ends with the natural charge from an NBO analysis.
Element x y z (Å)
O1 3.58793 -2.40518 0.12058  -0.957
H1 4.05591 -2.99595 -0.39187  0.468
H2 3.53884 -2.75941 1.04807  0.489
O2 -1.12607 -0.02981 0.42605  -0.987
H3 -0.54398 0.57461 0.89302  0.489
H4 -0.51629 -0.85397 0.54631  0.481
O3 -4.02065 0.53268 0.79853  -0.927
H5 -3.29089 1.23476 1.10207  0.462
H6 -3.36872 -0.09005 0.73787  0.462
O4 -1.61296 3.19360 1.48862  -0.945
H7 -2.02257 3.09112 2.39443  0.462
H8 -1.98105 3.87025 1.10084  0.483
O5 -2.73397 -4.87008 2.26726  -0.917
H9 -2.35056 -4.31453 1.59774  0.453
H10 -2.94911 -4.20885 2.89788  0.463
O6 -1.28745 1.24395 3.87866  -0.977
H11 -1.52241 1.13957 2.89217  0.504
H12 -0.90404 2.11804 4.06925  0.487
O7 2.14848 -0.60639 -3.19894  -0.973
H13 2.72086 -0.96387 -2.41528  0.493
H14 1.20214 -0.30047 -2.78828  0.480
O8 2.67874 3.24208 1.96922  -0.940
H15 2.16644 2.81288 1.26284  0.471
H16 3.69420 2.97882 1.76693  0.470
O9 -0.34117 -2.98451 0.06446  -0.976
H17 -1.31146 -2.72028 0.07582  0.494
H18 0.04325 -3.00880 -0.80741  0.493
O10 -2.66517 5.21096 -0.61446  -0.989
H19 -1.74727 5.56491 -0.89448  0.480
H20 -2.85704 4.45501 -1.43990  0.508
O11 -0.22830 -5.36460 1.70592  -0.944
H21 -0.40954 -5.02670 0.81863  0.472
H22 -0.60646 -6.21833 1.75515  0.469
O12 1.38920 -4.26072 -3.28906  -0.909
H23 2.17479 -4.42917 -3.80387  0.463
H24 1.73804 -3.61064 -2.81028  0.447
O13 -0.96259 -0.62856 -4.12976  -0.957
H25 -1.52001 -1.17975 -4.60397  0.480
H26 -0.18714 -0.34611 -4.63853  0.478
O14 1.87095 2.92414 -3.42568  -0.927
H27 2.32176 3.22096 -2.75499  0.473
H28 2.20572 2.16170 -3.74934  0.462
O15 0.97927 0.10878 4.96804  -0.991
H29 -0.00094 0.41892 4.96278  0.501
H30 1.45306 0.70181 5.62188  0.477
O16 1.61350 1.87885 -1.23530  -0.942
H31 1.31950 1.42132 -2.01732  0.475
H32 1.55930 1.42875 -0.49183  0.459
O17 -1.48099 3.67246 -3.13121  -0.969
H33 -1.70624 3.99069 -4.05976  0.478
H34 -0.89431 2.86453 -3.24525  0.494
O18 0.79832 -0.26479 2.11588  -0.953
H35 1.21028 -0.88469 1.62768  0.456
H36 0.67888 -0.72995 2.96221  0.505

HOMO level	-10.57	eV
multiplicity	1
net charge	0
LUMO	-0.5	eV

---

Entry 3:
Computed, not measured: a 18-piece molecular cluster, H36O18 overall, with the ωB97M-V functional and the def2-TZVPD basis.

Each line ends with the natural charge from an NBO analysis.
Element x y z (Å)
O1 -3.86599 -1.97411 3.11682  -0.935
H1 -2.91619 -1.86735 3.17319  0.464
H2 -4.01492 -2.74560 3.67418  0.472
O2 0.78039 0.63301 -1.42828  -0.973
H3 1.62491 1.07376 -1.48305  0.480
H4 0.87707 -0.28312 -1.15869  0.488
O3 1.53342 4.34538 0.04239  -0.943
H5 1.34941 5.14413 -0.44667  0.470
H6 1.97202 4.66111 0.83859  0.475
O4 2.42812 -2.68705 2.55193  -0.963
H7 3.00220 -3.23421 2.00546  0.463
H8 3.08916 -2.16565 3.02112  0.495
O5 0.44197 0.96152 2.77851  -0.978
H9 0.64688 0.26963 2.14083  0.477
H10 0.41708 1.74885 2.21022  0.495
O6 3.77364 0.43585 -0.63879  -0.944
H11 4.23666 -0.17371 -1.22099  0.479
H12 3.87698 1.30390 -1.02989  0.468
O7 -4.36063 -0.23360 -3.42975  -0.937
H13 -3.86391 -1.06889 -3.39883  0.469
H14 -4.73623 -0.45077 -2.55950  0.467
O8 0.14199 -4.65961 4.34185  -0.936
H15 0.80934 -4.28237 3.74853  0.478
H16 -0.40431 -3.87474 4.42892  0.457
O9 -0.72161 2.51303 0.69707  -0.977
H17 -1.55655 2.61183 1.16286  0.488
H18 -0.61751 3.11575 -0.03304  0.494
O10 2.79808 2.28430 -5.75765  -0.950
H19 2.52575 2.68523 -4.93463  0.473
H20 2.26303 1.53788 -6.01291  0.476
O11 -2.80299 1.24163 3.45109  -0.979
H21 -3.19097 0.45033 3.08205  0.493
H22 -1.94239 1.51399 3.13276  0.485
O12 -2.44979 5.00043 2.41912  -0.945
H23 -1.52801 5.26650 2.40723  0.467
H24 -2.58713 4.51878 3.24038  0.479
O13 -1.30392 0.52891 -3.54047  -0.973
H25 -0.63467 1.17104 -3.31428  0.491
H26 -1.62390 0.53322 -4.44260  0.482
O14 -1.04668 -2.81259 -2.37877  -0.993
H27 -0.54231 -2.18304 -2.87373  0.503
H28 -1.40452 -3.58635 -2.80235  0.501
O15 3.16596 -0.47732 4.26114  -0.958
H29 4.06907 -0.16489 4.16425  0.470
H30 2.61179 0.29331 4.24781  0.493
O16 1.39505 -2.62098 -1.15964  -0.984
H31 0.47702 -2.98908 -1.18960  0.500
H32 1.33516 -2.50464 -0.19825  0.480
O17 1.44076 -2.47195 -3.95211  -0.961
H33 1.25422 -1.78867 -4.59914  0.469
H34 1.41498 -2.11864 -3.05193  0.489
O18 -2.87127 -1.07735 -1.04384  -0.950
H35 -1.91960 -1.22199 -1.04859  0.474
H36 -2.84614 -0.12501 -1.21029  0.474

HOMO level	-10.68	eV
multiplicity	1
net charge	0
LUMO	-0.4	eV

---

Entry 4:
Computed, not measured: a 19-piece molecular cluster, H38O19 overall, with the ωB97M-V functional and the def2-TZVPD basis.

Each line ends with the Mulliken spin population.
Element x y z (Å)
O1 2.03556 0.15212 3.65891  0.036
H1 1.13988 0.12097 4.08836  0.034
H2 2.39852 -0.32011 4.37387  -0.027
O2 -1.93966 -2.33073 -1.02588  -0.103
H3 -2.32068 -1.68875 -0.44552  0.083
H4 -1.55170 -2.77274 -0.18315  -0.001
O3 2.06951 3.34935 2.23391  0.059
H5 2.56994 2.71848 2.69807  -0.037
H6 1.29797 2.83430 1.86974  0.029
O4 -0.67627 -4.03046 -2.78832  0.008
H7 -1.27564 -4.55157 -2.22023  -0.006
H8 -1.27860 -3.39774 -3.12609  0.003
O5 4.66701 0.36915 1.11505  0.046
H9 3.87689 0.83057 1.26088  -0.009
H10 4.52365 -0.40552 1.64270  -0.003
O6 -1.37523 -1.38648 3.33420  -0.345
H11 -0.55829 -1.81837 3.50395  0.044
H12 -1.08537 -0.42093 3.35211  0.127
O7 -1.56094 -2.65913 1.30758  0.198
H13 -1.05843 -1.97449 1.64865  0.003
H14 -2.07596 -2.83048 2.03623  0.000
O8 2.59887 2.04486 -2.80051  0.040
H15 1.79020 2.25103 -2.33292  0.022
H16 3.36302 1.85727 -2.22875  -0.015
O9 0.35508 -0.41601 -1.65376  0.338
H17 0.23400 0.51787 -1.43430  -0.059
H18 -0.48104 -0.82024 -1.51829  0.017
O10 0.02483 2.55429 -2.29724  -0.159
H19 -0.65353 3.10349 -1.81692  0.063
H20 -0.23646 2.61098 -3.12692  0.014
O11 -0.25134 3.02741 -0.06099  0.031
H21 -0.35184 2.11019 -0.44265  -0.025
H22 0.36349 3.66514 -0.30615  0.001
O12 1.06547 -3.05359 -0.56004  0.013
H23 1.19158 -2.14243 -0.88359  0.007
H24 0.23749 -3.24593 -1.11985  0.004
O13 -2.15763 3.89885 1.94854  -0.214
H25 -1.31177 4.30071 1.79119  0.017
H26 -1.84206 3.32724 2.83606  0.059
O14 -1.41516 1.39286 3.98438  0.055
H27 -2.44090 1.12976 4.13142  -0.062
H28 -1.60831 1.23173 2.95457  0.066
O15 -3.89209 0.15711 -1.07725  0.065
H29 -4.42990 -0.29008 -1.76872  0.072
H30 -4.46388 0.42520 -0.30732  -0.086
O16 -1.52947 1.13490 0.87628  0.578
H31 -1.57466 2.17799 0.87815  -0.030
H32 -2.31184 1.01691 0.36251  -0.061
O17 -1.42973 -0.38275 -4.12166  0.035
H33 -1.46428 -1.21990 -4.49974  -0.009
H34 -1.79752 0.11782 -4.77940  -0.005
O18 1.49869 -2.26897 1.90358  0.071
H35 1.07426 -1.85933 1.04347  0.031
H36 2.42547 -2.52499 1.74985  -0.029
O19 2.50867 -1.77250 -4.12971  0.022
H37 3.05306 -1.05699 -3.80011  -0.004
H38 1.76806 -1.20526 -4.51915  0.000

HOMO level (alpha / beta)	-0.15 / -7.56	eV
multiplicity	2
net charge	-1
LUMO (alpha / beta)	2.3 / 2.3	eV